Entry P
16 unconnected molecules or ions with the total composition C4H37N2O15. Source: OMol25; level of theory: ωB97M-V/def2-TZVPD.

Charge   +1
Spin multiplicity   1

```
58
Properties=species:S:1:pos:R:3:mulliken_charge:R:1
C -3.634 0.188 -0.500 -1.28
C -2.259 0.116 -1.067 0.67
C -1.721 -0.749 -2.013 -0.72
N -0.425 -0.320 -2.191 0.36
C -0.231 0.825 -1.571 -0.45
N -1.361 1.116 -0.894 0.25
H -4.276 0.984 -0.908 0.31
H -3.471 0.535 0.509 0.33
H -4.240 -0.722 -0.572 0.33
H -2.178 -1.584 -2.529 0.39
H 0.363 -0.921 -2.567 0.24
H 0.721 1.327 -1.504 0.37
H -1.406 1.866 -0.201 0.35
H -0.159 -4.000 -0.880 0.33
H 0.497 -2.756 -0.741 0.19
O 0.656 -3.595 -1.213 -0.62
H 2.647 -1.076 0.411 0.32
H 3.446 -0.145 1.420 0.29
O 2.671 -0.703 1.298 -0.73
H 1.778 -3.303 1.665 0.25
H 1.398 -4.835 1.724 0.26
O 1.063 -3.940 1.605 -0.52
H 0.875 -2.878 -3.218 0.39
H 2.060 -2.125 -2.823 0.34
O 1.272 -1.999 -3.373 -0.76
H -2.563 -2.581 4.137 0.29
H -1.389 -1.524 4.172 0.38
O -2.065 -1.980 4.699 -0.64
H -0.351 4.191 -2.194 0.30
H -0.497 5.516 -1.639 0.32
O -0.716 5.040 -2.448 -0.62
H -2.182 3.051 1.701 0.27
H -0.646 2.575 2.066 0.23
O -1.374 2.594 1.444 -0.55
H -2.740 -4.557 1.342 0.30
H -3.529 -3.188 1.205 0.30
O -2.712 -3.606 1.493 -0.57
H 2.042 3.019 0.746 0.41
H 2.457 4.627 0.976 0.27
O 2.179 3.919 0.407 -0.66
H 0.753 -1.280 2.417 0.19
H -0.613 -2.032 2.472 0.33
O 0.041 -1.563 2.989 -0.59
H 2.800 -3.399 -1.155 0.30
H 4.155 -3.454 -0.644 0.31
O 3.647 -3.002 -1.333 -0.58
H 1.348 1.725 2.897 0.30
H 1.835 0.829 1.707 0.43
O 1.575 1.729 1.958 -0.64
H 3.835 -0.363 -1.717 0.25
H 2.759 0.832 -2.017 0.25
O 2.923 -0.056 -1.681 -0.47
H -4.754 3.701 1.087 0.30
H -3.913 4.767 0.368 0.31
O -3.868 4.062 1.027 -0.62
H 2.391 3.315 -1.359 0.35
H 2.757 3.080 -2.880 0.25
O 2.333 2.710 -2.114 -0.59
```



Entry Q
14 unconnected molecules or ions with the total composition C4H37N2O15. Source: OMol25; level of theory: ωB97M-V/def2-TZVPD.

Charge   +1
Spin multiplicity   1

```
58
Properties=species:S:1:pos:R:3:mulliken_charge:R:1
N -1.173 2.445 -0.496 -0.18
C -0.422 2.240 0.732 0.04
C -0.841 0.930 1.436 -0.69
O -2.168 0.643 0.981 -0.73
C 0.961 2.018 0.353 0.33
N 1.863 1.657 1.337 -0.17
C 1.676 1.502 2.817 -0.63
O 1.406 2.026 -0.814 -0.63
H -1.953 3.084 -0.399 0.49
H -1.531 1.484 -0.730 0.30
H -0.625 2.896 -1.347 0.53
H -0.594 3.001 1.518 0.11
H -0.275 0.084 1.168 0.35
H -1.025 0.957 2.565 0.48
H -2.530 -0.027 1.749 0.42
H 2.758 1.132 0.956 0.26
H 2.465 1.943 3.422 0.34
H 1.537 0.456 3.209 0.22
H 0.773 2.066 2.969 0.22
H 1.217 -1.966 4.649 0.32
H 1.198 -0.800 5.714 0.31
O 0.961 -0.920 4.694 -0.68
H -0.589 1.451 -5.028 0.34
H 0.736 1.219 -4.319 0.36
O -0.152 0.754 -4.384 -0.61
H -0.779 4.069 -3.411 0.28
H -2.060 3.127 -2.871 0.31
O -1.210 3.576 -2.706 -0.62
H 1.684 -3.609 -2.407 0.37
H 2.230 -3.160 -3.761 0.27
O 1.825 -2.869 -3.027 -0.62
H 2.618 1.548 -2.715 0.32
H 2.466 0.596 -3.795 0.29
O 2.547 1.483 -3.598 -0.66
H 2.849 -3.124 2.374 0.31
H 2.751 -4.135 3.579 0.31
O 2.272 -3.378 3.081 -0.61
H -2.965 -2.133 3.104 0.30
H -1.943 -2.727 2.129 0.33
O -2.185 -1.902 2.632 -0.62
H -1.401 -1.740 -0.950 0.25
H -2.326 -1.411 0.241 0.29
O -2.128 -1.198 -0.680 -0.59
H -3.600 3.913 1.017 0.25
H -3.134 5.222 1.740 0.30
O -2.935 4.347 1.323 -0.54
H -0.017 -4.674 -2.963 0.33
H -0.362 -5.424 -1.731 0.21
O 0.249 -5.089 -2.158 -0.55
H -1.445 -4.601 1.520 0.29
H -0.133 -3.479 1.368 0.31
O -1.090 -3.675 1.427 -0.61
H -2.689 0.123 -3.212 0.35
H -3.126 -0.021 -1.662 0.33
O -3.467 0.390 -2.463 -0.67
H 5.207 -1.327 0.809 0.32
H 4.158 -1.651 -0.302 0.23
O 4.497 -1.841 0.427 -0.54
```



List of relative energies, unit eV: entry P 0.000; entry Q 6.049



Entry P
2 unconnected molecules or ions with the total composition C2H10N2O. Source: OMol25; level of theory: ωB97M-V/def2-TZVPD.

Spin multiplicity   1
SMILES   C[NH2+]C[O-].N

```
15
Properties=species:S:1:pos:R:3:mulliken_charge:R:1
C 1.547 -0.879 -0.970 -0.82
N 0.167 -0.609 -0.567 -0.37
C -0.197 1.099 -0.922 -0.15
O 0.033 1.325 -2.128 -0.69
H 1.660 -0.509 -1.991 0.33
H 1.783 -1.942 -0.913 0.32
H 2.215 -0.299 -0.331 0.31
H -0.496 -1.109 -1.149 0.31
H -0.066 -0.777 0.414 0.37
H 0.475 1.532 -0.141 0.26
H -1.242 1.094 -0.555 0.16
N -1.292 0.131 2.105 -0.73
H -0.768 0.534 2.877 0.23
H -1.968 -0.483 2.549 0.24
H -1.851 0.893 1.723 0.24
```



Entry Q
2 unconnected molecules or ions with the total composition C2H10N2O. Source: OMol25; level of theory: ωB97M-V/def2-TZVPD.

Spin multiplicity   1
SMILES   CNCN.O

```
15
Properties=species:S:1:pos:R:3:mulliken_charge:R:1
C 0.119 -1.344 0.877 -0.81
N 0.671 -0.369 -0.085 -0.41
C 0.947 0.963 0.426 -0.48
N 2.294 1.071 1.025 -0.61
H -0.128 -0.894 1.845 0.27
H 0.825 -2.149 1.082 0.25
H -0.813 -1.740 0.478 0.32
H 0.038 -0.396 -0.858 0.27
H 0.839 1.643 -0.416 0.37
H 0.260 1.226 1.242 0.34
H 2.953 1.120 0.240 0.26
H 2.495 0.182 1.493 0.24
O -3.637 0.520 -2.618 -0.63
H -3.794 0.297 -1.699 0.32
H -3.070 -0.128 -3.032 0.31
```



List of relative energies, unit eV: entry P 0.558; entry Q 0.000



Entry P
C3H6N4S in the gas phase. Source: OMol25; level of theory: ωB97M-V/def2-TZVPD.

Spin multiplicity   1
SMILES   [H]/N=C\N=C/N(S)/C=N\[H]

```
14
Properties=species:S:1:pos:R:3:mulliken_charge:R:1
H -0.928 -3.358 0.318 0.30
N -0.712 -2.775 1.177 -0.64
C -0.751 -1.539 1.021 0.18
N -1.188 -1.094 -0.336 -0.57
C -0.967 0.065 -0.772 0.08
N 0.118 0.927 -0.462 -0.17
S -0.043 2.499 -1.262 -0.18
C 1.423 0.320 -0.170 0.07
N 2.362 0.872 0.412 -0.58
H 2.197 1.907 0.533 0.26
H -0.642 -0.764 1.857 0.35
H -1.631 0.401 -1.598 0.39
H -0.495 3.338 -0.236 0.17
H 1.258 -0.800 -0.483 0.36
```



Entry Q
C3H6N4S in the gas phase. Source: OMol25; level of theory: ωB97M-V/def2-TZVPD.

Spin multiplicity   1
SMILES   [H]/N=C(\N)N/N=C\C=S

```
14
Properties=species:S:1:pos:R:3:mulliken_charge:R:1
H 0.896 -2.062 0.832 0.21
N 0.141 -1.338 0.535 -0.66
C 0.896 -0.403 0.059 0.54
N 2.321 -0.390 -0.339 -0.53
N 0.609 0.912 -0.308 -0.03
N -0.470 1.665 0.303 -0.55
C -1.645 0.990 0.384 -0.11
C -2.229 -0.261 -0.222 -0.09
S -3.904 -0.339 -0.166 -0.19
H 2.998 0.385 -0.350 0.20
H 2.993 -1.269 -0.127 0.24
H 1.281 1.572 -0.699 0.31
H -2.412 1.702 0.710 0.39
H -1.476 -1.162 -0.611 0.27
```



List of relative energies, unit eV: entry P 0.000; entry Q 1.353



Entry P
C4H6S2 in the gas phase. Source: OMol25; level of theory: ωB97M-V/def2-TZVPD.

Spin multiplicity   1
SMILES   C1S[C@H]1[C@H]1CS1

```
12
Properties=species:S:1:pos:R:3:mulliken_charge:R:1
C 1.178 -1.115 -0.463 -0.76
S 2.135 0.362 -0.184 -0.17
C 0.705 -0.347 0.708 -0.12
C -0.579 0.400 0.596 -0.18
C -1.283 1.093 -0.514 -0.67
S -1.923 -0.537 -0.127 -0.15
H 0.513 -1.100 -1.358 0.24
H 1.688 -2.089 -0.330 0.32
H 0.943 -0.612 1.733 0.47
H -0.748 0.859 1.562 0.44
H -0.676 1.168 -1.408 0.27
H -1.953 1.918 -0.214 0.29
```



Entry Q
C4H6S2 in the gas phase. Source: OMol25; level of theory: ωB97M-V/def2-TZVPD.

Spin multiplicity   1
SMILES   C=CC(=S)CS

```
12
Properties=species:S:1:pos:R:3:mulliken_charge:R:1
C -1.960 -0.431 -0.822 -0.70
C -1.174 -0.409 0.257 -0.17
C 0.032 0.492 0.257 0.19
S 0.048 2.038 -0.076 -0.24
C 1.282 -0.303 0.652 -0.63
S 2.645 0.004 -0.527 -0.22
H -2.906 -0.890 -0.929 0.30
H -1.641 0.066 -1.765 0.22
H -1.420 -0.940 1.139 0.37
H 1.496 0.260 1.631 0.29
H 1.066 -1.308 0.776 0.43
H 2.530 1.422 -0.593 0.15
```



Entry R
2 unconnected molecules or ions with the total composition C4H6S2. Source: OMol25; level of theory: ωB97M-V/def2-TZVPD.

Spin multiplicity   1

```
12
Properties=species:S:1:pos:R:3:mulliken_charge:R:1
C 0.661 3.201 1.254 -0.12
C -1.153 1.304 0.520 -0.16
C -0.422 -2.086 0.021 -1.01
C -0.863 -0.987 -0.905 -0.43
S 1.984 3.166 0.271 -0.07
S 0.045 0.532 -0.315 -0.02
H 0.596 -1.995 0.238 0.38
H -0.825 -2.013 1.094 0.30
H -0.648 -3.106 -0.412 0.26
H -1.840 -0.695 -0.922 0.43
H -0.442 -1.057 -1.954 0.27
H 2.909 3.736 1.109 0.17
```



List of relative energies, unit eV: entry P 0.000; entry Q 0.462; entry R 7.236



Entry P
C3H4Cl2 in the gas phase. Source: OMol25; level of theory: ωB97M-V/def2-TZVPD.

Spin multiplicity   1
SMILES   C=CC(Cl)Cl

```
9
Properties=species:S:1:pos:R:3:mulliken_charge:R:1
C -0.129 1.222 -0.697 -0.72
C -0.380 -0.077 -0.469 -0.13
C 0.301 -0.764 0.683 0.14
Cl -0.893 -1.263 1.828 -0.15
Cl 1.355 -2.019 0.091 -0.15
H 0.554 1.826 -0.105 0.22
H -0.625 1.711 -1.533 0.25
H -1.146 -0.647 -0.982 0.32
H 0.963 0.012 1.184 0.22
```



Entry Q
C3H4Cl2 in the gas phase. Source: OMol25; level of theory: ωB97M-V/def2-TZVPD.

Spin multiplicity   1
SMILES   Cl[C@@H]1C[C@H]1Cl

```
9
Properties=species:S:1:pos:R:3:mulliken_charge:R:1
Cl 0.892 -0.919 -1.795 -0.18
C -0.055 -0.738 -0.390 -0.15
C -1.270 0.292 -0.555 -0.61
C -0.114 0.558 0.320 -0.13
Cl -0.201 0.835 2.069 -0.21
H -0.324 -1.560 0.173 0.38
H -1.370 1.060 -1.354 0.28
H -2.082 0.036 0.143 0.27
H 0.651 1.209 0.128 0.35
```



List of relative energies, unit eV: entry P 0.000; entry Q 0.816